[1]
The following is a DFT calculation (ωB97M-V/def2-TZVPD) of a structure of composition C22H18N11O4S3Sc.

Structure (XYZ):
```
59
Properties=species:S:1:pos:R:3
Sc 0.3920 0.0522 -1.4545
S -0.3262 1.5000 1.8359
C -1.6457 2.3375 1.0117
C -2.7525 2.6295 1.8062
C -3.8272 3.3474 1.3061
C -4.9457 3.6451 2.1542
N -5.8256 3.8806 2.8543
C -3.7932 3.7647 -0.0319
C -2.7055 3.4605 -0.8307
C -1.6077 2.7487 -0.3334
S -0.2669 2.4700 -1.4179
C -4.8866 4.5137 -0.5912
N -5.7528 5.1211 -1.0375
H -2.7717 2.2885 2.8319
H -2.6954 3.7805 -1.8630
S -1.6610 -0.7081 -2.5526
C -1.4177 -2.4403 -2.3510
N -2.4246 -3.2330 -2.3685
N -2.2532 -4.5605 -2.0983
C -1.5120 -5.0246 -0.9603
C -0.9555 -6.2939 -1.0215
C -0.2724 -6.8024 0.0760
C -0.1252 -6.0373 1.2237
C -0.6796 -4.7641 1.2757
C -1.3821 -4.2572 0.1941
N -0.1263 -3.0053 -2.1905
N 0.7954 -2.2071 -1.9657
C 2.0690 -2.8355 -1.7696
C 2.1595 -4.0752 -1.1467
C 3.4101 -4.6313 -0.9429
C 4.5538 -3.9606 -1.3597
C 4.4505 -2.7239 -1.9798
C 3.2040 -2.1504 -2.1772
H -3.1555 -5.0080 -2.1609
H -1.0491 -6.8674 -1.9345
H 0.1577 -7.7945 0.0251
H 0.4167 -6.4294 2.0744
H -0.5742 -4.1612 2.1685
H -1.8156 -3.2661 0.2394
H 1.2601 -4.5779 -0.8190
H 3.4910 -5.5924 -0.4520
H 5.5281 -4.4029 -1.1981
H 5.3390 -2.2040 -2.3121
H 3.1057 -1.1979 -2.6803
N 3.2009 -0.0446 1.2981
N 3.3058 1.3560 1.0905
C 3.1644 1.9022 -0.1028
N 3.4463 3.2010 -0.2598
N 2.6688 1.0804 -1.0596
N 2.6132 1.5204 -2.3178
O 1.8034 0.8560 -3.0149
O 3.2711 2.4223 -2.7817
H 2.2142 -0.2994 1.1411
H 3.4061 -0.1948 2.2786
H 3.7003 1.9112 1.8301
H 3.5160 3.7951 0.5472
H 3.2873 3.6205 -1.1609
O 0.5551 -0.5014 0.4529
O -0.5261 -0.0533 1.3047
```

Results
**2S+1**: 1
**E_tot**: -3707.585260 Eh
**E_HOMO**: -7.89 eV
**Relative energy (zero: lowest compared OMol25 entry of this formula, charge and spin)**: 35.9 kcal/mol
**Net charge**: 0

=====

[2]
The following is a DFT calculation (ωB97M-V/def2-TZVPD) of the molecule C5H6IN at a distorted geometry.

Structure (XYZ):
```
13
Properties=species:S:1:pos:R:3
C 0.3349 -1.5824 -0.3839
C -0.1208 -0.7095 -1.2777
C -0.4799 1.5440 0.0488
C -0.1674 -0.9180 0.8311
C -0.8642 0.1243 -0.0427
N -1.3504 2.4185 -0.1963
I -3.0697 -0.1307 -0.0541
H 1.0291 -2.3907 -0.6091
H -0.1711 -0.3549 -2.3275
H 0.5535 1.6212 0.2347
H -0.6559 -1.5628 1.5065
H 0.5858 -0.3037 1.4305
H -1.0225 3.3703 -0.0525
```

Results
**2S+1**: 1
**E_tot**: -546.464894 Eh
**E_HOMO**: -8.91 eV
**Relative energy (zero: lowest compared OMol25 entry of this formula, charge and spin)**: 48.6 kcal/mol
**SMILES string**: [H]/N=C/[C@@]1(I)C=CC1
**Net charge**: 0

=====

[3]
The following is a DFT calculation (ωB97M-V/def2-TZVPD) of the molecule C5H10FNO at a distorted geometry.

Structure (XYZ):
```
18
Properties=species:S:1:pos:R:3
C -2.2358 -0.4959 -0.4846
C -1.0586 -0.4837 0.5269
C 0.2010 -0.5675 -0.1444
C 1.5034 0.1333 0.5749
C 0.6031 0.8974 -0.4997
H -1.9338 0.2537 -1.4498
H -2.3566 -1.4777 -1.0576
H -3.3798 -0.2449 -0.1137
H -1.1765 -1.3148 1.1907
H -0.9158 1.5577 0.8552
H 0.1418 -1.1218 -1.0584
H 1.3819 0.2854 1.7971
H 3.5693 0.4297 0.2293
H 3.3270 -1.1687 0.2947
H 0.8934 0.7928 -1.5995
N 2.8033 -0.2485 -0.0469
O -1.1691 0.7423 1.2780
F -0.1983 2.0313 -0.2921
```

Results
**2S+1**: 1
**E_tot**: -426.206833 Eh
**E_HOMO**: -9.34 eV
**Relative energy (zero: lowest compared OMol25 entry of this formula, charge and spin)**: 96.3 kcal/mol
**SMILES string**: C[C@H](O)[C@@H]1[C@@H](N)[C@@H]1F
**Net charge**: 0